# C2H4N4

An isolated molecule of C2H4N4 (ωB97M-V/def2-TZVPD, OMol25).

Structure (XYZ):
```
10
Properties=species:S:1:pos:R:3:forces:R:3
N 1.77189 0.14061 0.20927 0.295 -0.107 -0.017
C 0.42839 -0.14173 0.08114 0.095 -0.211 -0.452
C -0.58037 0.60546 -0.40256 0.529 0.125 -0.428
N -1.73441 -0.11862 -0.19437 0.611 -0.138 0.178
N -1.37732 -1.31329 0.41979 0.021 0.672 0.200
N -0.10599 -1.34537 0.51311 -0.105 0.205 -0.048
H 2.13242 0.72866 -0.52738 0.082 -0.098 0.087
H 2.32312 -0.69204 0.34485 0.123 -0.009 -0.040
H -0.68637 1.57681 -0.85295 0.373 0.102 0.096
H -2.17136 0.55950 0.40908 -2.025 -0.542 0.425
```
Positions in Å, forces in eV/Å.

Summary:
Electronic energy (Ha): -297.57322
Frontier orbital gap (Eh): 0.352
Structure (SMILES): Nc1c[nH]nn1
Lowest unoccupied orbital energy (eV): 0.87
Highest occupied orbital energy (eV): -8.722
Energy relative to the best compared isomer or geometry (same formula, charge and spin) (kcal per mole): 44.6

Here are the Mulliken charges for atoms 1 to 5, given in e:
1 N -0.518
2 C 0.454
3 C -0.489
4 N -0.045
5 N -0.427


# C24H33ClGaO5SSi3

A structure of composition C24H33ClGaO5SSi3 (ωB97M-V/def2-TZVPD, OMol25).

Structure (XYZ):
```
68
Properties=species:S:1:pos:R:3:forces:R:3
Ga -0.69992 0.57864 -0.33617 0.476 -0.886 0.225
O -1.49801 2.82591 0.44486 -0.137 0.180 -0.009
Cl -1.72358 3.34484 -0.90188 -0.004 0.584 0.089
O -1.19574 4.67026 -0.98391 0.017 0.094 -0.087
O -1.02578 2.48204 -1.85193 -0.012 0.121 -0.007
O -3.12569 3.32526 -1.17926 -0.202 0.005 -0.068
C -3.81961 0.33955 -2.46088 0.319 0.181 0.086
Si -2.99933 -0.05681 -0.79036 -0.481 -0.280 -0.134
C -4.32825 0.34239 0.51432 0.251 0.182 0.052
C -2.91204 -1.97625 -0.77157 0.095 0.106 0.096
C -4.10879 -2.69361 -0.89925 -0.032 -0.022 -0.016
C -4.14693 -4.07760 -0.82993 0.030 0.034 0.017
C -2.96984 -4.78200 -0.60056 -0.004 0.017 0.012
C -1.77561 -4.08902 -0.47835 -0.001 -0.034 0.001
C -1.71495 -2.69328 -0.57922 -0.005 0.113 -0.054
Si -0.01056 -1.81933 -0.49310 -0.169 -0.467 -0.014
C 0.71607 -2.57907 1.12134 0.115 0.294 -0.012
C 0.94171 -2.59792 -1.97086 0.097 0.211 0.062
H -4.79126 -0.15542 -2.54875 0.043 -0.043 0.051
H -3.18910 0.01062 -3.29182 -0.043 0.010 0.014
H -3.96478 1.41782 -2.54971 -0.011 -0.046 -0.036
H -5.29198 -0.10570 0.25520 0.044 -0.023 -0.047
H -4.46226 1.42546 0.58818 0.006 -0.038 -0.011
H -4.02738 -0.03268 1.49644 0.004 0.012 -0.044
H -5.03910 -2.15316 -1.05664 0.021 -0.029 0.003
H -5.08699 -4.60571 -0.94643 0.000 0.003 0.025
H -2.98875 -5.86307 -0.51383 0.011 0.002 -0.029
H -0.86061 -4.64845 -0.29347 -0.028 0.004 -0.043
H 1.34654 -3.45304 0.93098 -0.037 0.010 -0.021
H -0.10473 -2.88449 1.77702 -0.001 0.001 -0.049
H 1.32746 -1.84802 1.66173 0.045 -0.082 -0.020
H 1.58595 -3.42663 -1.66078 -0.048 0.001 0.007
H 1.57480 -1.85605 -2.46789 0.018 -0.078 -0.002
H 0.23530 -2.97289 -2.71529 -0.002 0.012 0.027
C 3.80647 3.65143 -3.54243 -0.036 0.013 0.050
C 3.56737 4.40471 -2.40087 0.039 -0.027 -0.038
C 2.84269 3.86338 -1.34745 0.015 0.001 0.075
C 2.32844 2.56813 -1.40837 -0.293 -0.128 -0.131
C 2.53191 1.84930 -2.59004 -0.034 0.011 0.009
C 3.27703 2.37159 -3.63787 0.014 -0.017 0.000
Si 1.42770 1.78818 0.07282 0.375 0.098 0.215
C 2.76620 0.61224 0.78529 -0.219 -0.173 -0.127
C 3.22204 0.68058 2.10308 -0.053 0.119 -0.001
C 4.12141 -0.24556 2.61523 0.068 -0.053 -0.003
C 4.60814 -1.26463 1.80700 -0.035 0.034 0.016
C 4.18602 -1.34577 0.48710 -0.018 0.015 -0.006
C 3.27069 -0.42603 -0.00554 -0.014 0.005 -0.008
H 4.39134 4.06248 -4.35641 -0.020 0.010 -0.009
H 3.94876 5.41665 -2.33001 0.011 -0.008 0.009
H 2.67078 4.46065 -0.45844 0.006 -0.013 -0.021
H 2.08570 0.86509 -2.70212 0.054 -0.003 0.001
H 3.44401 1.78050 -4.53087 -0.035 0.014 -0.006
H 1.49793 2.90559 1.07929 -0.220 -0.084 0.018
H 2.87125 1.48447 2.74422 -0.026 -0.034 -0.004
H 4.44943 -0.17291 3.64654 -0.008 0.021 -0.016
H 5.30704 -1.99128 2.20335 0.009 0.010 0.001
H 4.56167 -2.13376 -0.15524 -0.028 -0.006 -0.001
H 2.93277 -0.52445 -1.03268 0.052 -0.012 0.037
C -1.11605 -0.63950 4.32191 0.228 0.024 -0.179
S -0.32614 0.30764 3.00272 -0.122 0.251 0.466
C -0.83452 1.94527 3.56424 0.129 -0.141 -0.133
O -1.16856 0.04479 1.79098 -0.224 -0.133 -0.182
H -2.15546 -0.33539 4.43494 0.017 0.035 -0.066
H -0.54619 -0.46755 5.23621 -0.064 -0.014 0.013
H -1.05704 -1.68937 4.03842 0.036 0.031 -0.005
H -1.90007 1.94004 3.78951 0.002 -0.026 -0.040
H -0.63828 2.61079 2.72340 0.023 0.045 0.029
H -0.24070 2.23007 4.43383 -0.007 -0.013 -0.027
```
Positions in Å, forces in eV/Å.

Summary:
Charge: -1
Electronic energy (Ha): -4962.01603
Frontier orbital gap (Eh): 0.216
Lowest unoccupied orbital energy (eV): 2.05
Highest occupied orbital energy (eV): -3.837

Here are the Mulliken charges for atoms 1 to 5, given in e:
1 Ga 1.320
2 O -0.562
3 Cl 1.704
4 O -0.725
5 O -0.664


# C8H12F3O2Si

The ion C8H12F3O2Si with charge +1 (ωB97M-V/def2-TZVPD, OMol25).

Structure (XYZ):
```
26
Properties=species:S:1:pos:R:3:forces:R:3
C 2.30380 -0.96057 -0.75116 -0.870 -0.110 -1.964
C 3.23823 -0.55178 0.12493 0.322 -0.907 -1.243
C 0.99568 -0.68062 -0.13687 1.028 0.696 -0.248
C 2.57485 -0.20221 1.40029 1.152 2.800 -1.034
C -1.89702 1.20754 -2.02280 -0.860 1.381 2.125
C -2.37832 0.53084 1.07255 -0.815 -0.060 -1.705
C -2.70233 -1.87592 -1.37271 1.325 0.237 3.419
C 2.76109 1.30172 2.01409 -0.307 -2.059 -2.744
O 1.19928 -0.28514 1.11403 -1.801 -0.673 0.047
O -0.10447 -0.66699 -0.74120 0.390 -0.186 0.904
F 4.02649 1.63622 2.12226 0.329 -0.043 0.281
F 2.13427 2.17523 1.23737 0.055 0.438 -0.498
F 2.14200 1.25253 3.13393 -0.532 0.340 2.415
Si -1.87401 -0.20463 -0.72467 -1.264 0.418 -0.189
H 2.31033 -1.31249 -1.85528 0.465 0.616 2.281
H 4.31708 -0.65078 -0.06292 -0.569 0.384 0.384
H 2.97000 -0.82540 2.14976 -0.269 -1.198 1.304
H -1.39526 1.03555 -2.95753 -0.148 -0.331 -0.497
H -2.97391 1.65871 -2.14187 1.999 -1.089 0.043
H -1.30535 2.03784 -1.51693 -0.662 -0.747 -0.564
H -2.46459 -0.28385 1.80412 0.739 0.415 0.117
H -1.77780 1.46203 1.35561 -0.783 -1.583 -0.203
H -3.48526 0.81359 0.97822 1.484 0.005 -0.207
H -2.61623 -2.60443 -0.44354 0.023 1.053 -2.103
H -3.75917 -1.74899 -1.50260 -0.557 0.288 -0.237
H -2.23938 -2.25803 -2.27709 0.126 -0.086 0.116
```
Positions in Å, forces in eV/Å.

Summary:
Charge: +1
Electronic energy (Ha): -1051.37843
Frontier orbital gap (Eh): 0.352
Lowest unoccupied orbital energy (eV): -4.65
Highest occupied orbital energy (eV): -14.218
Energy relative to the best compared isomer or geometry (same formula, charge and spin) (kcal per mole): 11.9

Here are the Mulliken charges for atoms 1 to 5, given in e:
1 C -0.564
2 C -0.498
3 C 0.859
4 C -0.063
5 C -0.941


# C4H7F2O2S

A cluster of 2 separate species, C4H7F2O2S in total (ωB97M-V/def2-TZVPD, OMol25).

Structure (XYZ):
```
16
Properties=species:S:1:pos:R:3:forces:R:3
C -1.41864 0.14800 0.80895 -2.642 -1.735 0.338
C -2.07875 -0.35184 -1.67065 -0.876 3.207 1.618
C -2.03066 0.42806 -0.54422 0.322 -2.169 -0.896
C 1.63130 0.42427 0.10164 -0.874 0.622 0.174
O 3.07597 -0.85528 1.61872 2.719 -1.360 -1.731
O 2.53231 -1.85911 -0.73185 0.290 0.559 0.260
F 1.40827 1.11906 -1.09562 0.328 -0.332 -0.161
F 1.98469 1.53179 0.96444 0.390 -0.246 -0.158
S 3.09954 -0.65666 -0.07250 -0.295 -0.308 1.055
H -0.57389 0.75459 0.83306 1.848 0.631 0.370
H -2.14224 0.58810 1.58085 0.827 -0.891 -0.737
H -1.18014 -0.94799 1.01242 -0.155 1.625 -0.210
H -1.73557 -1.32871 -1.75039 0.844 -1.591 0.365
H -2.49933 0.02679 -2.60293 -0.016 0.192 0.298
H 2.33847 -0.44165 1.99981 -2.231 1.069 0.489
H -2.41135 1.42057 -0.45174 -0.479 0.727 -1.076
```
Positions in Å, forces in eV/Å.

Summary:
Charge: -1
Electronic energy (Ha): -904.93476
Frontier orbital gap (Eh): 0.254
Lowest unoccupied orbital energy (eV): 3.88
Highest occupied orbital energy (eV): -3.045
Energy relative to the best compared isomer or geometry (same formula, charge and spin) (kcal per mole): 71.3

Here are the Mulliken charges for atoms 1 to 5, given in e:
1 C -0.751
2 C -0.718
3 C 0.020
4 C -0.150
5 O -0.494


> Look up the electronic energy of the second one.

-4962.01603 Ha